This record from the OMol25 dataset describes one molecule with the formula C4H8O2. The level of theory is ωB97M-V with the def2-TZVPD basis set.

Each line ends with the Mulliken charge.
Atoms and positions in Å:
C -0.44 -1.19 -2.01  -1.001
C -0.04 -0.05 -1.15  -0.223
O -0.93 0.43 -0.31  -0.326
C -0.53 1.06 0.78  -0.266
C 0.76 0.65 1.38  -0.368
O 0.67 0.59 2.79  -0.538
H -0.08 -2.14 -1.60  0.213
H -0.01 -1.09 -3.01  0.299
H -1.53 -1.24 -2.09  0.302
H 0.92 0.43 -1.18  0.540
H -1.32 1.55 1.33  0.435
H 1.64 1.28 1.18  0.257
H 0.99 -0.34 0.90  0.344
H -0.09 0.04 3.00  0.330

Properties
LUMO (alpha / beta), eV: 0.924 / 0.762
Orbital gap (alpha / beta), eV: 8.2 / 7.9
Spin multiplicity: 1

=====

This record from the OMol25 dataset describes one molecule with the formula C4H8O2. The level of theory is ωB97M-V with the def2-TZVPD basis set.

Each line ends with the Mulliken charge.
Atoms and positions in Å:
C -0.08 0.60 1.96  -1.284
C 0.42 0.72 0.50  -0.271
C -0.48 -0.04 -0.48  -0.635
C 0.27 -0.83 -1.51  0.537
O 1.43 -1.11 -1.50  -0.551
O -0.57 -1.25 -2.50  -0.452
H -1.01 1.17 2.07  0.302
H 0.63 1.11 2.60  0.349
H -0.13 -0.45 2.23  0.404
H 1.42 0.27 0.47  0.279
H 0.49 1.78 0.24  0.303
H -1.11 -0.73 0.08  0.316
H -1.21 0.57 -1.01  0.364
H -0.07 -1.80 -3.12  0.340

Properties
LUMO, eV: 0.831
SMILES: CCCC(=O)O
Orbital gap, eV: 11.5
Spin multiplicity: 1

=====

This record from the OMol25 dataset describes C4H8O2 as an isolated structure. The level of theory is ωB97M-V with the def2-TZVPD basis set.

Each line ends with the Mulliken charge.
Atoms and positions in Å:
O 0.94 -0.85 -1.78  -0.542
C 0.53 0.15 -0.85  0.281
C -0.98 0.05 -0.49  -0.535
C -0.95 -0.31 0.97  -0.346
O 0.29 -0.61 1.32  -0.237
C 1.16 -0.01 0.51  -0.639
H 0.84 -1.71 -1.35  0.329
H 0.78 1.09 -1.34  0.343
H -1.45 -0.73 -1.10  0.270
H -1.51 0.99 -0.69  0.298
H -1.72 -0.84 1.53  0.338
H -0.45 1.46 1.39  0.052
H 0.32 1.59 1.17  0.059
H 2.20 -0.25 0.70  0.329

Properties
LUMO (alpha / beta), eV: 0.628 / 0.629
Orbital gap (alpha / beta), eV: 8.3 / 8.3
Spin multiplicity: 1

=====

What are the max |F| values for these records? In order: 0.019; 0.025; 0.009 hartree/bohr.